Molecular formula: C5H5NO2
Method: DFT, ωB97M-V with the def2-TZVPD basis set

The geometry in XYZ format:
```
13
Properties=species:S:1:pos:R:3:forces:R:3:lowdin_charge:R:1
C -0.14958 1.50468 -0.25190 -0.2747 1.0131 -1.1996 -0.33
C 0.15261 -0.16125 0.85784 0.8839 -2.7361 -0.5060 -0.31
C -0.15227 -1.63559 1.03990 0.8721 0.0473 -2.7257 0.02
C 0.25648 -2.11963 -0.17489 -0.8453 0.8805 0.2756 -0.10
C -0.19805 -0.02621 -0.62121 2.0900 -1.0363 0.6378 -0.12
H -0.32733 1.68800 1.78297 0.2741 1.1695 1.8841 0.12
H 1.25853 -0.13749 0.92958 -0.2640 0.5262 0.1830 0.17
H -0.27532 -2.30265 1.84468 -0.2327 -0.2788 1.0478 0.08
H 0.31658 -3.15029 -0.48996 0.2804 0.0418 -0.0643 0.12
H -1.21337 -0.26388 -0.80458 -1.2451 0.0199 0.0671 0.15
N -0.47065 1.06546 1.05618 -1.0378 1.8466 -1.3293 0.13
O -0.01093 2.58658 -0.76843 -0.0916 -1.5374 0.9099 0.12
O 0.52097 -1.16957 -1.20086 -0.4092 0.0436 0.8195 -0.04
```
Positions in Å, forces in eV/Å.

Properties
- Strongest force on any atom: 2.920 eV Å⁻¹
- E_HOMO: -9.278 eV
- Total charge: 0
- Gap between HOMO and LUMO: 10.13 eV
- DFT total energy: -398.63255 Ha
- E_LUMO: 0.85 eV